1.
14
Properties=species:S:1:pos:R:3:forces:R:3:mulliken_charge:R:1 method="wB97M-V/def2-TZVPD" e_tot_ha=-266.1182 relative_energy_kj_mol=87.8 gap_ev=11.514 total_charge=+1 lumo_ev=-3.57
C -2.34988 -0.56457 -0.47543 1.5 0.0 -0.2 -0.724
N 0.75092 1.03383 0.74559 0.0 -1.3 -1.0 -0.264
C -0.45977 0.80314 0.24435 0.7 1.4 1.3 0.228
N -0.90350 -0.33581 -0.15562 -1.2 -0.5 -0.5 -0.188
H -2.36979 -1.46698 -1.07886 -0.4 0.4 -0.5 0.281
H -2.86063 -0.79315 0.42809 -0.4 0.0 0.9 0.349
H -2.72514 0.35758 -0.89875 -0.3 -0.3 -0.5 0.293
H 1.47290 0.34845 0.50648 0.2 0.0 0.6 0.236
H 0.90035 1.63803 1.53504 0.0 0.6 -0.3 0.253
H -1.09553 1.68525 0.20896 -0.5 -0.4 0.1 0.314
H -0.36363 -1.18114 -0.06562 0.5 0.1 0.1 0.262
H 3.58595 -1.21937 -0.09944 -0.1 0.1 0.1 0.321
H 3.41429 0.14461 -0.76438 0.1 0.1 -0.1 0.315
O 3.00346 -0.44988 -0.13041 0.0 -0.1 -0.1 -0.676

---

2.
46
Properties=species:S:1:pos:R:3:forces:R:3:mulliken_charge:R:1 method="wB97M-V/def2-TZVPD" e_tot_ha=-6106.4933 relative_energy_kj_mol=0.0 smiles="CCc1c(C)c(COC(C)=O)c([C@@H](Br)CC)c(CC(=O)Br)[n+]1N" gap_ev=8.715 total_charge=+1 lumo_ev=-4.19
C -1.75752 1.07264 3.59614 -0.1 -0.1 -0.4 -1.049
C -2.58764 0.74130 2.32941 0.4 -0.3 0.7 -1.148
C -1.68901 0.17107 1.28346 0.0 0.5 -0.5 0.439
C -0.98976 1.00871 0.40512 0.1 -0.7 -0.1 0.754
C -1.20955 2.49666 0.49034 -0.2 -0.5 0.4 -2.339
C -0.11449 0.42329 -0.52214 0.1 0.1 0.1 1.695
C 0.63397 1.37567 -1.42146 -1.0 0.5 -0.4 -2.070
O -0.35675 1.86328 -2.36435 0.3 -0.6 0.5 -0.291
C 0.15791 2.30820 -3.55435 0.4 0.5 -0.3 0.613
C 1.33964 3.23967 -3.50659 -0.2 -0.5 0.7 -0.927
O -0.35384 1.99376 -4.57246 -0.7 -0.3 -0.6 -0.494
C 0.05657 -0.97348 -0.59245 -0.4 0.0 0.5 0.570
C 1.03254 -1.67909 -1.51492 0.2 0.2 0.2 -0.872
Br 0.83000 -1.14872 -3.37630 -0.1 0.0 -0.1 0.015
C 2.50228 -1.67681 -1.04288 -0.3 0.1 0.5 -0.431
C 3.02442 -0.46443 -0.28579 0.5 -0.2 -0.2 -1.135
C -0.68098 -1.75698 0.30301 0.0 0.0 -0.2 0.254
C -0.57333 -3.25264 0.39045 0.3 0.4 0.1 -1.263
C 0.65278 -3.68784 1.17064 -0.6 0.6 0.1 0.549
O 1.26717 -4.64491 0.93240 0.8 -1.1 -0.2 -0.398
Br 1.17537 -2.53150 2.66085 0.0 0.1 0.1 -0.142
N -1.51709 -1.16759 1.20432 0.0 0.3 -0.1 0.539
N -2.18503 -2.01893 2.10777 0.0 -0.1 -0.1 -0.882
H -1.57439 0.17886 4.18347 0.0 -0.1 0.1 0.303
H -0.78954 1.46636 3.30955 0.2 0.3 0.1 0.351
H -2.28569 1.78406 4.21705 0.0 0.1 0.1 0.367
H -3.08726 1.62256 1.95976 0.0 0.2 -0.2 0.460
H -3.34854 0.03211 2.62555 -0.3 0.0 -0.2 0.428
H -0.92417 2.84343 1.47855 0.1 0.2 0.1 0.405
H -0.68415 3.05143 -0.26351 0.0 0.2 -0.2 0.423
H -2.27132 2.69551 0.39819 -0.2 0.2 -0.2 0.479
H 0.96368 2.22847 -0.84287 0.5 0.0 0.3 0.655
H 1.45086 0.91821 -1.95052 0.2 -0.1 0.0 0.820
H 1.45725 3.66181 -2.51303 0.1 0.2 0.0 0.324
H 2.22428 2.65851 -3.74997 0.2 0.1 -0.1 0.260
H 1.18673 4.00596 -4.24893 0.1 0.2 -0.2 0.351
H 0.74196 -2.71055 -1.54260 -0.1 -0.3 -0.2 0.351
H 2.58535 -2.52353 -0.36353 0.0 -0.2 0.1 0.296
H 3.14685 -1.92093 -1.87701 0.0 0.0 -0.3 0.401
H 3.25349 0.37340 -0.93339 -0.2 0.3 -0.1 0.265
H 3.97600 -0.74347 0.15799 0.1 0.0 0.1 0.467
H 2.38687 -0.16705 0.54042 -0.2 0.1 0.0 0.258
H -0.48680 -3.72083 -0.57782 0.0 0.0 -0.3 0.455
H -1.42720 -3.69991 0.88008 -0.1 0.1 0.2 0.420
H -3.18157 -1.98431 1.93699 -0.1 0.1 0.0 0.276
H -1.97033 -1.74143 3.05538 0.1 0.0 0.1 0.197

---

3.
8
Properties=species:S:1:pos:R:3:forces:R:3:mulliken_charge:R:1 method="wB97M-V/def2-TZVPD" e_tot_ha=-283.1934 relative_energy_kj_mol=169.7 smiles=N#CC(O)O gap_ev=11.889 lumo_ev=0.34
C -0.36974 -0.11703 1.39488 0.5 0.1 -1.7 0.218
C -0.30823 0.07849 -0.20673 0.5 -4.5 2.3 0.156
N -0.27873 -0.49515 2.48466 -0.3 0.6 -1.0 -0.364
O 0.65455 -1.07067 -0.62928 -4.4 1.6 -0.4 -0.490
O 0.11869 1.26833 -0.58878 0.6 1.4 -0.1 -0.446
H -1.30428 -0.19835 -0.59641 0.6 -0.2 0.1 0.262
H 1.47213 -0.78548 -0.31349 2.4 0.7 0.9 0.317
H 0.01560 1.31987 -1.54486 0.0 0.2 -0.1 0.349

---

4.
144
Properties=species:S:1:pos:R:3:forces:R:3:mulliken_charge:R:1 method="wB97M-V/def2-TZVPD" e_tot_ha=-115469.7517 gap_ev=7.612 lumo_ev=-0.44
C 4.75068 -2.28725 0.31076 0.5 0.7 -0.9 -0.678
C 5.90760 -1.50374 -0.39531 0.0 0.2 -0.9 -0.342
C 5.41676 -0.55375 -1.56918 0.3 -1.9 1.7 0.063
O 4.32889 0.21929 -1.06190 0.2 0.9 -0.9 0.534
C 4.20161 1.47404 -1.78460 1.1 -1.1 0.1 -2.464
C 2.77377 1.79533 -2.33361 -1.3 -0.8 -1.2 3.066
C 2.99358 1.78999 -3.91322 -1.1 -0.7 -0.2 0.566
C 3.23034 0.30606 -4.46777 0.9 1.0 -0.9 -0.452
C 2.03641 -0.25826 -5.29618 -0.6 -0.9 1.7 -0.025
N 2.14629 -1.75195 -5.23680 0.0 0.6 -0.2 -0.710
C 1.61475 0.70152 -2.25231 0.4 2.3 0.5 -0.435
O 1.65254 -0.45406 -2.01429 -0.3 -0.6 -0.3 -0.631
O 0.41442 1.39083 -2.51392 0.6 -0.6 -0.3 -0.493
C 0.37091 2.76905 -2.00729 -0.7 -1.8 1.0 2.968
C -0.65277 2.63964 -0.77174 -0.5 0.2 0.3 -1.095
C -0.89006 1.17843 -0.28604 -0.8 0.1 0.7 1.917
C -1.81884 1.13236 0.99810 0.0 -0.8 -0.3 -0.516
C -3.32831 1.39294 0.67248 0.5 -0.1 -0.8 -0.900
N -3.65966 2.83286 0.50278 0.8 -2.3 0.6 0.307
C -4.62863 3.22445 -0.37790 0.3 3.5 0.4 -0.347
C -4.62836 4.65639 -0.30767 0.8 -0.6 0.6 -0.674
C -3.61199 5.05359 0.65611 0.5 -1.9 0.2 -0.593
C -2.99797 3.84839 1.15921 -2.1 2.3 -1.6 -0.217
C -0.48306 3.58934 -3.02132 -0.2 -0.3 -1.7 -2.120
Br -1.06280 5.38790 -2.36853 0.4 -0.8 0.0 -0.008
C -0.09483 3.83796 -4.51583 -0.5 1.4 -0.2 -0.562
C 1.18559 4.65064 -4.82696 -0.5 0.5 -0.6 -0.834
Br -0.39993 2.26762 -5.71181 0.3 0.5 0.5 -0.187
C 1.90449 2.97270 -1.68970 1.4 0.7 -0.1 -1.812
I 2.29762 2.42959 0.46273 -0.1 0.7 0.1 0.037
B 2.55761 4.44735 -1.58490 -0.3 0.7 0.8 1.440
O 1.78519 5.42717 -0.88830 0.7 -1.0 -0.3 -0.814
C 4.00770 4.92196 -2.06728 0.5 0.4 -0.2 0.651
C 4.15119 5.38973 -3.56144 0.9 0.0 -0.3 -0.927
H 4.18331 -2.81392 -0.49745 0.4 0.1 0.8 0.350
H 4.05502 -1.56493 0.78030 0.4 -0.7 -0.1 -0.156
H 5.20360 -2.98488 1.04706 -0.6 0.3 -0.4 0.358
H 6.60159 -2.23087 -0.89440 -0.4 0.6 0.6 0.226
H 6.52586 -0.88172 0.29835 -0.5 -0.6 -0.4 -0.009
H 5.07335 -1.25335 -2.37878 0.3 0.9 0.2 0.185
H 6.31388 0.04088 -1.84987 -0.8 -0.1 -0.2 -0.081
H 4.68572 2.24307 -1.14258 -0.8 -0.1 -0.4 0.275
H 4.89342 1.35917 -2.66076 -0.8 0.4 0.5 0.585
H 3.85986 2.39908 -4.24414 -0.8 0.0 0.4 0.434
H 2.02139 2.10102 -4.35097 0.9 0.2 -0.1 -1.503
H 3.55103 -0.39537 -3.66671 -0.5 0.4 -0.5 -0.391
H 4.10217 0.37740 -5.17242 -0.6 -0.2 0.6 0.527
H 1.08679 -0.00969 -4.75386 0.6 0.3 -0.7 -0.101
H 1.96314 0.12362 -6.33565 0.3 -0.3 0.7 0.581
H 1.49223 -2.18370 -5.88889 0.1 0.1 0.3 0.133
H 1.84322 -1.99044 -4.28737 0.1 -0.2 -0.5 0.296
H -1.68377 2.97097 -1.06520 1.1 0.0 -0.2 -0.010
H -0.40666 3.35650 0.05061 0.1 -0.8 -0.6 0.076
H -1.44387 0.58133 -1.05580 0.7 0.6 0.4 0.240
H 0.02637 0.61225 -0.05002 -0.5 0.6 -0.3 -1.851
H -1.76803 0.06952 1.35901 0.0 0.9 -0.2 0.324
H -1.41985 1.75490 1.83038 -0.3 -0.3 -0.6 0.237
H -4.02953 0.87326 1.36372 0.6 0.6 -0.1 0.374
H -3.50422 0.93916 -0.33921 0.1 0.2 0.9 0.394
H -5.25920 2.60142 -1.02634 0.7 0.0 0.7 0.367
H -5.24645 5.36484 -0.88751 0.4 -0.7 0.4 0.379
H -3.27359 6.05259 0.98220 -0.5 -0.7 -0.5 0.406
H -2.17068 3.74711 1.87904 -0.8 -0.3 -0.6 0.403
H -1.45666 3.04672 -3.12976 0.9 0.3 0.5 0.983
H -0.91937 4.50560 -4.87369 0.6 -0.8 0.4 0.624
H 0.98244 5.24260 -5.75872 0.2 -0.6 0.7 0.483
H 1.28869 5.43034 -4.02805 0.2 -0.8 -0.5 0.135
H 2.11318 4.08554 -5.02217 -0.6 0.2 0.5 0.157
H 2.03082 5.41677 0.05095 -0.2 0.3 -0.4 0.247
H 4.27804 5.81797 -1.44434 -0.3 -0.8 -0.4 0.453
H 4.83570 4.19460 -1.88407 -0.7 0.3 -0.1 -0.377
H 4.16482 4.54267 -4.29325 -0.2 0.6 0.7 0.092
H 5.16397 5.86014 -3.66190 -0.9 -0.3 0.1 0.146
H 3.40571 6.14138 -3.89619 0.4 -0.5 0.4 0.329
C 0.95189 -1.87060 3.00819 0.0 -0.1 -0.1 -0.473
Br 1.27038 -0.96176 1.33578 0.1 -0.4 0.4 0.139
Br 2.49287 -2.89674 3.54818 -0.1 0.1 0.0 -0.064
Br 0.37124 -0.64963 4.39121 0.1 -0.2 -0.2 -0.001
H 0.14143 -2.57187 2.84421 0.1 0.1 0.0 0.435
C -1.21941 -2.73995 -8.25485 0.0 0.1 0.0 -0.460
Br -3.03537 -3.37197 -8.45259 0.4 0.1 0.0 0.005
Br -1.12354 -1.19652 -7.09480 0.0 -0.1 -0.1 0.130
Br -0.02474 -4.14750 -7.68103 -0.1 0.2 0.0 -0.077
H -0.88579 -2.42044 -9.23586 0.0 0.0 0.1 0.409
C -1.81696 -0.89396 8.24213 0.1 -0.1 0.1 -0.373
Br -1.66900 0.61275 7.03934 -0.1 -0.1 0.2 -0.087
Br -2.97820 -0.50601 9.73859 0.3 -0.2 -0.3 0.086
Br -2.35461 -2.50275 7.31836 0.0 0.2 0.1 0.086
H -0.82686 -1.07592 8.64535 -0.1 0.1 -0.1 0.369
C -4.35359 -6.31395 7.53054 0.0 0.0 0.1 -0.277
Br -4.07227 -5.41667 5.84093 0.0 -0.1 0.2 -0.058
Br -2.80295 -7.33369 8.06912 -0.2 0.2 0.0 0.058
Br -4.91247 -5.08221 8.90841 0.2 0.0 -0.2 0.039
H -5.16428 -7.02044 7.38702 0.1 0.1 0.0 0.265
C 9.62835 0.00320 -2.62875 0.0 0.0 0.0 -0.342
Br 9.99623 0.36154 -0.76537 -0.1 -0.1 -0.2 -0.021
Br 8.93206 -1.77997 -2.89336 0.1 0.2 0.0 -0.042
Br 8.47166 1.34460 -3.40281 0.0 -0.3 0.0 -0.019
H 10.57378 0.05628 -3.15639 -0.1 0.0 0.1 0.381
C -1.95024 -9.15163 11.98277 0.0 0.0 0.0 -0.413
Br -1.42905 -10.04934 10.35303 -0.1 0.1 0.2 -0.021
Br -1.02005 -7.47072 12.20247 -0.1 -0.2 -0.1 0.066
Br -3.86683 -8.92939 12.09808 0.3 0.0 0.0 0.028
H -1.65389 -9.79090 12.80641 0.0 0.1 -0.1 0.352
C 0.18151 -3.93503 13.55212 0.0 0.0 0.0 -0.096
Br 2.09267 -3.79677 13.30069 -0.2 0.0 0.0 -0.014
Br -0.38664 -3.11440 15.20695 0.1 -0.1 -0.2 -0.020
Br -0.79356 -3.23756 12.03620 0.1 0.0 0.2 0.065
H -0.05410 -4.99091 13.62418 0.0 0.1 0.0 0.016
C -8.47420 -7.44676 9.69396 -0.1 0.0 0.1 -0.363
Br -6.82108 -7.75444 10.64969 -0.2 0.0 -0.2 0.025
Br -8.71304 -5.58249 9.24494 0.0 -0.2 0.0 -0.013
Br -8.61898 -8.58303 8.13699 0.1 0.2 0.2 -0.019
H -9.28328 -7.71780 10.36238 0.1 0.0 -0.1 0.351
C 8.94224 5.17023 -1.52338 0.0 0.0 0.0 -0.373
Br 10.41384 4.00405 -1.97422 0.0 0.3 0.1 -0.008
Br 8.08343 5.88072 -3.10309 0.1 -0.1 0.2 -0.014
Br 7.67668 4.30033 -0.34739 0.1 0.0 -0.2 0.011
H 9.35636 6.01166 -0.97998 -0.1 -0.1 -0.1 0.388
C -5.85546 0.67164 12.48236 -0.1 0.0 0.0 -0.326
Br -5.53942 1.58245 10.80581 -0.2 0.0 0.3 -0.046
Br -4.32118 -0.36436 13.04025 -0.2 0.1 0.0 -0.037
Br -6.43449 1.89359 13.86334 0.1 -0.1 -0.2 -0.040
H -6.66697 -0.02741 12.31596 0.1 0.1 0.0 0.388
C -6.39868 -4.66986 -11.20467 0.0 0.0 0.0 -0.261
Br -4.93826 -4.01875 -12.29062 -0.1 -0.1 0.2 -0.038
Br -6.89354 -6.47840 -11.67176 0.1 0.2 0.1 -0.037
Br -6.01971 -4.49509 -9.31892 -0.2 -0.2 -0.2 -0.036
H -7.25663 -4.04091 -11.41500 0.1 -0.1 0.0 0.350
C -9.04668 -1.62900 -7.46301 0.0 0.0 0.0 -0.360
Br -7.58842 -0.97713 -8.55479 -0.2 -0.1 0.1 0.075
Br -9.54668 -3.44030 -7.92739 0.1 0.2 0.1 -0.030
Br -8.66362 -1.45342 -5.57702 0.0 -0.1 -0.2 -0.012
H -9.90456 -1.00067 -7.67275 0.1 -0.1 0.0 0.336
C 4.49971 1.13120 3.71816 0.0 -0.1 0.0 0.164
Br 4.22821 0.20378 5.39514 0.1 0.1 -0.2 -0.060
Br 5.26317 2.88712 3.99529 -0.1 -0.2 0.0 -0.058
Br 5.53245 0.09005 2.46203 -0.2 0.4 0.4 0.083
H 3.52080 1.27746 3.27248 0.1 0.0 0.1 -0.154
C -4.30725 1.42549 -10.68883 0.1 0.0 0.0 -0.422
Br -6.16751 1.72561 -11.12161 0.2 -0.1 0.1 -0.044
Br -3.69755 2.60046 -9.28095 -0.1 -0.2 -0.1 -0.005
Br -3.96154 -0.42914 -10.26949 -0.1 0.2 0.0 0.086
H -3.73152 1.66515 -11.57548 -0.1 0.0 0.1 0.390

---

5.
17
Properties=species:S:1:pos:R:3:forces:R:3:mulliken_charge:R:1 method="wB97M-V/def2-TZVPD" e_tot_ha=-686.7244 relative_energy_kj_mol=626.0 gap_ev=8.378 lumo_ev=0.30
C -0.20270 1.37666 1.24672 -0.5 -1.3 5.2 -0.852
C -0.43412 1.08406 -0.16795 1.2 -0.8 1.0 -0.014
C -0.58856 1.76133 -1.25456 -3.1 2.4 -4.8 -0.525
C 1.24003 -0.70581 -0.22849 0.0 -0.8 -0.6 0.235
C 1.44373 -2.05275 -0.15963 4.9 -0.1 1.7 -0.809
C -1.18189 -1.02062 -0.20225 -3.2 -2.5 -0.1 -0.035
H -0.65524 2.31796 1.84085 1.3 -2.1 -1.9 0.309
H 0.90073 1.18728 1.39541 -0.9 1.1 0.2 0.258
H -0.53099 0.31671 2.06766 0.4 3.2 -2.8 0.239
H -0.96026 2.88838 -1.37494 1.2 -2.6 0.7 0.262
H -0.79131 1.11384 -2.27125 0.9 1.8 2.6 0.209
H 2.08368 0.27551 -0.26029 -2.9 -3.5 0.0 0.282
H 2.74184 -2.27365 0.07029 -4.3 0.3 -1.0 0.181
H 0.74373 -2.98328 -0.01797 1.4 2.4 -0.5 0.296
H -0.85123 -1.94270 -0.31505 1.0 -4.9 -0.2 0.144
N -0.15401 -0.32032 -0.37848 2.9 6.0 0.3 0.099
S -2.80344 -1.02261 0.00993 -0.4 1.3 0.2 -0.278

---

6.
19
Properties=species:S:1:pos:R:3:forces:R:3:mulliken_charge:R:1 method="wB97M-V/def2-TZVPD" multiplicity=3 e_tot_ha=-364.3657 relative_energy_kj_mol=176.4 gap_ev="7.646 / 10.453" total_charge=+1 lumo_ev="-3.22 / -5.24" s2=2.005
C 0.56779 -2.02697 0.17004 -1.2 -2.3 3.2 -1.206
C 2.24731 0.73352 -0.32088 -0.6 -0.8 -1.9 -0.875
C -2.72742 0.24992 0.14885 -0.8 1.9 1.4 -0.820
C -0.33740 0.24723 0.11286 1.4 1.6 -0.2 0.352
N 0.81300 0.58973 -0.87293 -0.7 1.0 1.0 -0.248
O 0.06512 0.68325 1.33830 -3.6 1.6 0.8 -0.445
O -1.48909 0.52546 -0.49524 0.5 0.5 0.1 -0.352
H -0.26586 -2.70213 -0.00771 -0.1 0.3 -0.1 0.355
H 0.77846 -1.83335 1.25789 -0.2 0.1 -1.4 0.345
H 1.33067 -2.10235 -0.49648 2.3 -0.1 -1.8 0.525
H 2.32158 1.74625 -0.04467 0.3 0.9 1.1 0.355
H 2.49910 -0.03462 0.42220 -0.2 0.5 -0.3 0.329
H 2.82290 0.66341 -1.27238 0.1 -0.3 1.0 0.393
H -2.79355 -0.63859 0.72513 0.3 -1.3 -0.2 0.379
H -3.48139 0.38933 -0.58018 -0.6 -0.6 -1.0 0.316
H -3.04570 1.02110 0.88951 0.9 0.1 -0.3 0.349
H 0.58430 1.59147 -1.27900 0.3 -2.9 0.0 0.428
H 0.87812 -0.25727 -1.46386 -0.6 1.1 -0.6 0.450
H -0.76792 1.15462 1.76854 2.5 -1.3 -0.8 0.371

---

7.
14
Properties=species:S:1:pos:R:3:forces:R:3:mulliken_charge:R:1 method="wB97M-V/def2-TZVPD" e_tot_ha=-2935.1686 relative_energy_kj_mol=283.4 gap_ev=9.975 lumo_ev=0.27
C -0.10671 -1.99695 1.16947 -1.0 -0.8 -0.3 0.205
C 0.84646 0.07307 -0.98409 -2.0 0.2 -0.1 -0.195
C -0.85970 -0.77643 1.32109 2.3 3.2 -2.3 -0.120
C 0.40122 0.45613 0.42365 -0.1 -1.9 2.4 -0.321
N 0.36085 -3.01732 0.90950 0.2 0.5 0.2 -0.411
O 2.20475 0.03812 -1.04515 3.2 -0.3 0.3 -0.528
O -2.09516 -0.71640 0.77191 -2.0 0.2 -0.8 -0.520
Br -0.29698 2.19595 0.68473 -0.5 0.5 -0.1 -0.137
H 0.55802 0.87816 -1.73353 -0.1 -1.3 0.8 0.291
H 0.41698 -0.93654 -1.21057 0.0 0.8 -0.2 0.240
H -0.91482 -0.32075 2.25370 0.8 0.3 2.0 0.480
H 1.36228 0.45332 1.04258 -1.6 -0.3 -0.4 0.301
H 2.68819 -0.34587 -0.26741 -1.2 0.3 -1.1 0.326
H -2.69608 0.02051 1.11282 1.8 -1.4 -0.4 0.389